[1]
Formula: C10H26N5O2P2
Source: the OMol25 dataset
Level of theory: ωB97M-V/def2-TZVPD

Properties
HOMO energy   -9.930 eV
HOMO-LUMO gap   5.02 eV
Lowest unoccupied orbital energy   -4.9 eV
Energy relative to the best compared isomer or geometry (same formula, charge and spin)   206.4 kJ/mol
Total charge   +1
Calculated total energy   -1503.08199 a.u.

CARTESIAN COORDINATES (ANGSTROEM)
C (6.178, 0.441, 3.609)
C (4.931, 1.148, 2.882)
N (4.783, 2.472, 2.899)
C (3.809, 0.214, 2.156)
P (2.151, 0.833, 2.870)
O (0.899, -0.345, 2.821)
C (-0.217, 0.321, 3.449)
N (-1.098, 0.961, 3.990)
H (6.966, 0.161, 2.828)
H (5.763, -0.521, 4.109)
H (6.563, 1.194, 4.399)
H (5.611, 2.853, 3.411)
H (3.868, 0.349, 1.016)
H (4.042, -0.876, 2.448)
H (2.407, 1.110, 4.272)
H (1.837, 2.076, 2.236)
O (-0.624, 1.242, -2.168)
P (-1.755, 0.424, -1.509)
N (-0.794, -1.003, -1.386)
C (-0.103, -1.551, -2.549)
C (0.168, -0.911, -0.288)
N (-2.796, 0.445, -2.858)
C (-3.031, -0.659, -3.765)
C (-2.861, 1.701, -3.604)
N (-3.076, -0.472, -0.700)
C (-3.574, 0.278, 0.458)
C (-3.089, -1.897, -0.392)
H (0.435, -2.466, -2.279)
H (0.619, -0.847, -2.976)
H (-0.798, -1.853, -3.327)
H (-0.331, -0.589, 0.633)
H (0.966, -0.190, -0.508)
H (0.620, -1.885, -0.077)
H (-2.242, -0.737, -4.520)
H (-3.983, -0.528, -4.293)
H (-3.118, -1.616, -3.249)
H (-2.025, 1.795, -4.307)
H (-2.834, 2.556, -2.924)
H (-3.796, 1.779, -4.167)
H (-2.859, 0.243, 1.287)
H (-4.536, -0.110, 0.805)
H (-3.732, 1.328, 0.190)
H (-2.418, -2.150, 0.436)
H (-2.828, -2.513, -1.252)
H (-4.101, -2.207, -0.105)



[2]
Formula: C26H33IrO5
Source: the OMol25 dataset
Level of theory: ωB97M-V/def2-TZVPD

Properties
HOMO energy (spin up / spin down)   -8.151 / -11.589 eV
HOMO-LUMO gap (spin up / spin down)   6.23 / 5.43 eV
Multiplicity   6
Lowest unoccupied orbital energy (spin up / spin down)   -1.9 / -6.2 eV
Energy relative to the best compared isomer or geometry (same formula, charge and spin)   2.0 kJ/mol
Total charge   +1
Calculated total energy   -1490.43150 a.u.

CARTESIAN COORDINATES (ANGSTROEM)
O (2.188, -0.567, -4.059)
C (1.210, -1.457, -3.427)
C (1.821, -2.737, -3.989)
H (0.196, -1.244, -3.798)
H (1.243, -1.361, -2.326)
C (2.826, -1.739, -4.648)
H (1.158, -3.249, -4.691)
H (2.257, -3.394, -3.234)
C (2.766, -1.738, -6.162)
H (1.752, -1.541, -6.524)
H (3.089, -2.718, -6.535)
H (3.446, -0.977, -6.560)
C (4.246, -1.922, -4.150)
H (4.314, -1.767, -3.067)
H (4.912, -1.217, -4.659)
H (4.585, -2.939, -4.386)
Ir (-0.569, -0.160, 0.174)
C (-1.399, -2.019, 0.486)
C (-2.215, -1.018, 1.138)
C (-2.795, -0.194, 0.120)
H (-2.362, -0.924, 2.209)
C (-2.391, -0.705, -1.151)
C (-1.512, -1.812, -0.933)
H (-1.000, -2.384, -1.701)
H (-0.849, -2.811, 0.983)
H (-3.423, 0.673, 0.307)
H (-2.687, -0.325, -2.123)
C (0.428, -0.144, 1.981)
C (1.135, -0.973, 1.025)
C (1.693, -0.101, 0.025)
H (1.247, -2.053, 1.071)
C (1.339, 1.235, 0.354)
C (0.523, 1.220, 1.528)
H (0.038, 2.070, 2.004)
H (-0.069, -0.490, 2.879)
H (2.283, -0.422, -0.824)
H (1.636, 2.120, -0.197)
O (-0.788, 1.469, -1.256)
C (-0.320, 1.479, -2.670)
C (-0.752, 2.802, -3.257)
H (-0.803, 0.625, -3.169)
H (0.771, 1.346, -2.642)
C (-1.451, 3.596, -2.152)
H (-1.412, 2.604, -4.104)
H (0.119, 3.337, -3.638)
C (-1.408, 2.767, -0.892)
H (-2.493, 3.798, -2.409)
H (-0.955, 4.551, -1.987)
H (-2.401, 2.539, -0.486)
H (-0.770, 3.203, -0.115)
O (-1.506, -1.521, 4.933)
C (-1.249, -0.545, 5.840)
C (-0.492, -0.723, 7.020)
C (-0.163, 0.398, 7.776)
C (-0.591, 1.678, 7.381)
C (-1.376, 1.828, 6.231)
C (-1.736, 0.711, 5.491)
C (-2.600, 0.760, 4.236)
O (-3.740, 0.277, 4.373)
O (-2.011, 1.259, 3.249)
H (-1.172, -2.370, 5.269)
H (-0.165, -1.726, 7.299)
H (0.440, 0.283, 8.681)
H (-0.314, 2.554, 7.969)
H (-1.723, 2.803, 5.887)



[3]
Formula: C28H49N2OP3SSc
Source: the OMol25 dataset
Level of theory: ωB97M-V/def2-TZVPD

Properties
HOMO energy (spin up / spin down)   -15.476 / -15.483 eV
HOMO-LUMO gap (spin up / spin down)   4.52 / 3.03 eV
Lowest unoccupied orbital energy (spin up / spin down)   -11.0 / -12.5 eV
Energy relative to the best compared isomer or geometry (same formula, charge and spin)   148.4 kJ/mol
Total charge   +3
Calculated total energy   -3463.03804 a.u.

CARTESIAN COORDINATES (ANGSTROEM)
Sc (0.397, -0.457, 0.405)
P (2.211, 1.474, 0.818)
P (-1.758, 0.330, 2.063)
P (-0.878, 1.538, -1.080)
H (0.671, -5.446, -7.860)
C (0.868, -4.435, -8.236)
C (2.092, -3.889, -8.168)
H (2.939, -4.439, -7.741)
C (3.795, 0.704, 1.323)
C (1.991, 2.627, 2.217)
C (2.802, 2.568, -0.529)
C (-3.318, -0.491, 1.516)
C (-1.804, -0.150, 3.824)
C (-2.273, 2.078, 2.263)
C (-0.318, 1.572, -2.818)
C (-0.767, 3.323, -0.672)
C (-2.686, 1.402, -1.388)
H (0.029, -3.911, -8.709)
H (2.299, -2.891, -8.570)
H (4.002, -0.178, 0.705)
H (3.732, 0.379, 2.369)
H (4.616, 1.427, 1.211)
H (1.587, 2.077, 3.077)
H (1.287, 3.425, 1.957)
H (2.961, 3.062, 2.493)
H (3.106, 1.955, -1.387)
H (3.661, 3.150, -0.170)
H (2.019, 3.252, -0.864)
H (-4.117, -0.286, 2.240)
H (-3.128, -1.573, 1.472)
H (-3.622, -0.162, 0.517)
H (-2.779, 0.134, 4.249)
H (-1.009, 0.366, 4.375)
H (-1.659, -1.233, 3.927)
H (-2.932, 2.154, 3.134)
H (-2.799, 2.472, 1.385)
H (-1.379, 2.686, 2.450)
H (-0.948, 2.278, -3.378)
H (-0.388, 0.574, -3.264)
H (0.731, 1.880, -2.869)
H (-1.455, 3.876, -1.328)
H (0.247, 3.701, -0.818)
H (-1.046, 3.499, 0.372)
H (-2.939, 2.002, -2.274)
H (-3.283, 1.747, -0.536)
H (-2.928, 0.350, -1.577)
C (0.837, -1.953, -3.008)
C (-0.567, -2.056, -3.159)
C (-1.112, -2.729, -4.248)
C (-0.285, -3.327, -5.206)
C (1.104, -3.267, -5.039)
C (1.662, -2.581, -3.969)
S (1.639, -1.113, -1.741)
H (-1.089, -0.999, -0.398)
H (-1.221, -1.610, -2.410)
H (-2.197, -2.785, -4.368)
H (-0.703, -3.834, -6.081)
H (1.750, -3.731, -5.779)
H (2.740, -2.492, -3.854)
C (1.030, -4.461, 5.538)
N (1.206, -3.260, 4.772)
N (1.540, -3.297, 3.430)
C (1.476, -1.969, 2.986)
O (1.414, -1.702, 1.722)
C (1.342, -1.150, 4.130)
C (1.162, -2.003, 5.210)
C (0.993, -1.696, 6.645)
C (2.678, -4.113, 3.120)
C (2.665, -5.452, 3.523)
C (3.839, -5.984, 4.058)
C (5.050, -5.284, 3.903)
C (5.070, -4.072, 3.203)
C (3.872, -3.468, 2.812)
H (0.398, -4.224, 6.392)
H (1.982, -4.850, 5.920)
H (0.510, -5.208, 4.937)
H (1.352, -0.074, 4.142)
H (0.610, -2.555, 7.201)
H (1.944, -1.394, 7.106)
H (0.286, -0.867, 6.767)
H (1.740, -6.028, 3.451)
H (3.792, -6.916, 4.630)
H (5.966, -5.701, 4.326)
H (6.014, -3.564, 3.013)
H (3.838, -2.480, 2.356)